{
  "formula": "C2H7N3O2",
  "method": "ωB97M-V with the def2-TZVPD basis set",
  "homo_lumo_gap_ev": 9.483,
  "smiles": "N=C=O.CONN",
  "e_lumo_ev": 0.9,
  "e_homo_ev": -8.6,
  "energy_ha": -395.01058,
  "total_charge": 0,
  "elements": ["N", "C", "O", "H", "C", "O", "N", "N", "H", "H", "H", "H", "H", "H"],
  "coordinates": [[0.192, 0.028, -2.308], [0.448, 1.130, -1.794], [0.592, 2.284, -1.612], [-0.525, -0.159, -2.983], [-1.067, -1.200, 1.510], [-0.979, 0.071, 0.889], [0.330, 0.614, 1.055], [1.132, 0.247, -0.083], [-2.129, -1.445, 1.512], [-0.703, -1.166, 2.539], [-0.518, -1.960, 0.944], [0.158, 1.616, 0.929], [2.053, 0.668, 0.004], [1.018, -0.728, -0.604]],
  "mulliken_charge": [-0.624, 0.758, -0.476, 0.225, -0.488, -0.208, -0.342, -0.476, 0.230, 0.256, 0.232, 0.305, 0.265, 0.344]
}

{
  "formula": "C2H7N3O2",
  "method": "ωB97M-V with the def2-TZVPD basis set",
  "homo_lumo_gap_ev": 8.078,
  "e_lumo_ev": -0.6,
  "e_homo_ev": -8.6,
  "energy_ha": -394.97682,
  "total_charge": 0,
  "elements": ["C", "N", "C", "N", "N", "O", "O", "H", "H", "H", "H", "H", "H", "H"],
  "coordinates": [[0.405, 0.936, -0.278], [-0.340, -1.472, 0.278], [-0.411, -0.011, 0.617], [-1.864, -0.278, 0.138], [1.831, 0.712, -0.075], [0.295, -1.771, -0.836], [-0.321, 0.160, 1.875], [0.565, -2.705, -0.868], [-2.500, -0.393, 0.916], [-2.316, -0.189, -0.763], [2.024, 0.836, 0.916], [2.370, 1.388, -0.605], [0.173, 0.841, -1.343], [0.089, 1.945, 0.029]],
  "mulliken_charge": [-0.576, -0.178, 0.858, -0.509, -0.561, -0.271, -0.774, 0.381, 0.260, 0.215, 0.245, 0.221, 0.372, 0.317]
}

{
  "formula": "C2H7N3O2",
  "method": "ωB97M-V with the def2-TZVPD basis set",
  "homo_lumo_gap_ev": 10.008,
  "smiles": "N=C(N)N.O=CO",
  "e_lumo_ev": 0.5,
  "e_homo_ev": -9.5,
  "energy_ha": -395.16094,
  "total_charge": 0,
  "elements": ["N", "C", "N", "N", "H", "H", "H", "H", "H", "O", "C", "O", "H", "H"],
  "coordinates": [[1.583, 0.131, -1.504], [0.798, -0.525, -0.739], [-0.424, -1.041, -1.087], [1.144, -0.707, 0.601], [1.218, 0.207, -2.449], [-0.751, -1.016, -2.020], [-1.010, -1.436, -0.377], [0.873, -1.617, 0.957], [2.144, -0.602, 0.698], [-1.942, 0.493, 2.126], [-1.132, 1.172, 1.586], [-1.417, 2.032, 0.571], [-0.082, 1.184, 1.893], [-1.004, 1.724, -0.256]],
  "mulliken_charge": [-0.711, 0.488, -0.366, -0.461, 0.211, 0.169, 0.199, 0.229, 0.261, -0.434, 0.159, -0.477, 0.388, 0.343]
}

{
  "formula": "C2H7N3O2",
  "method": "ωB97M-V with the def2-TZVPD basis set",
  "homo_lumo_gap_ev": [5.491, 6.503],
  "e_lumo_ev": [1.0, -3.1],
  "spin_multiplicity": 3,
  "e_homo_ev": [-4.5, -9.6],
  "energy_ha": -394.85517,
  "total_charge": 0,
  "elements": ["C", "C", "N", "N", "N", "O", "O", "H", "H", "H", "H", "H", "H", "H"],
  "coordinates": [[1.164, -0.664, -0.560], [-0.255, 0.668, 0.541], [1.739, -1.449, 0.361], [-1.043, -0.379, -0.032], [0.977, 0.697, -0.062], [-0.139, -0.906, -1.001], [-0.702, 1.372, 1.432], [1.792, -0.780, -1.523], [-3.196, 1.698, 0.145], [1.255, -1.151, 1.205], [1.608, -2.378, 0.174], [-1.815, 0.137, -0.492], [1.665, 1.186, 0.390], [-3.049, 1.951, -0.578]],
  "mulliken_spin": [0.092, 0.624, -0.002, 0.144, 0.247, 0.050, 0.843, 0.012, 0.001, -0.024, 0.003, 0.041, -0.032, 0.003]
}

{
  "formula": "C2H7N3OS",
  "method": "ωB97M-V with the def2-TZVPD basis set",
  "homo_lumo_gap_ev": 9.776,
  "smiles": "C/N=C(/NO)NS",
  "e_lumo_ev": 0.6,
  "e_homo_ev": -9.1,
  "energy_ha": -718.02067,
  "total_charge": 0,
  "elements": ["C", "N", "C", "N", "O", "N", "S", "H", "H", "H", "H", "H", "H", "H"],
  "coordinates": [[1.566, -0.303, 0.849], [0.377, -0.904, 0.279], [-0.560, -0.157, -0.136], [-1.789, -0.727, -0.472], [-1.802, -2.123, -0.333], [-0.641, 1.242, -0.206], [0.484, 2.135, -1.134], [1.957, -0.991, 1.591], [2.353, -0.168, 0.091], [1.332, 0.640, 1.341], [-2.079, -0.513, -1.436], [-0.872, -2.354, -0.138], [-1.582, 1.624, -0.179], [1.256, 2.599, -0.116]],
  "mulliken_charge": [-0.870, -0.542, 0.610, -0.260, -0.426, -0.349, -0.141, 0.300, 0.283, 0.298, 0.244, 0.400, 0.328, 0.126]
}

{
  "formula": "C2H7N3S",
  "method": "ωB97M-V with the def2-TZVPD basis set",
  "homo_lumo_gap_ev": 9.570,
  "smiles": "C[C@@H]1NNNS1",
  "e_lumo_ev": 0.8,
  "e_homo_ev": -8.8,
  "energy_ha": -642.72029,
  "total_charge": 0,
  "elements": ["C", "C", "N", "N", "N", "S", "H", "H", "H", "H", "H", "H", "H"],
  "coordinates": [[0.390, 0.317, -1.361], [-0.210, 0.855, -0.080], [0.474, 0.091, 1.383], [-0.712, -0.210, 2.016], [-1.811, -0.642, 1.347], [-2.014, 0.559, -0.002], [-0.322, 0.687, -2.190], [0.487, -0.798, -1.343], [1.358, 0.714, -1.552], [-0.226, 1.940, -0.128], [0.831, -0.763, 0.995], [-1.098, 0.563, 2.570], [-1.482, -1.348, 0.549]],
  "mulliken_charge": [-1.012, -0.090, -0.319, -0.166, -0.412, -0.103, 0.295, 0.271, 0.325, 0.284, 0.308, 0.308, 0.311]
}

{
  "formula": "C2H7N3S2",
  "method": "ωB97M-V with the def2-TZVPD basis set",
  "homo_lumo_gap_ev": 9.124,
  "smiles": "[H]/N=C(\\NS)NSC",
  "e_lumo_ev": 0.6,
  "e_homo_ev": -8.5,
  "energy_ha": -1040.93906,
  "total_charge": 0,
  "elements": ["H", "N", "C", "N", "S", "N", "S", "C", "H", "H", "H", "H", "H", "H"],
  "coordinates": [[-3.264, 0.054, 0.714], [-2.398, 0.617, 1.048], [-1.397, 0.135, 0.495], [-1.124, -0.959, -0.457], [0.168, -2.100, -0.281], [-0.256, 0.993, 0.405], [0.709, 0.945, -0.953], [2.126, 0.364, -0.180], [-1.984, -1.500, -0.356], [0.687, -1.573, -1.493], [-0.734, 1.993, 0.716], [1.925, -0.399, 0.740], [2.529, 1.241, 0.433], [3.013, 0.189, -0.832]],
  "mulliken_charge": [0.228, -0.666, 0.511, -0.392, -0.152, -0.313, -0.080, -0.800, 0.302, 0.174, 0.306, 0.281, 0.278, 0.322]
}

{
  "formula": "C2H7N3S2",
  "method": "ωB97M-V with the def2-TZVPD basis set",
  "homo_lumo_gap_ev": [6.566, 7.192],
  "e_lumo_ev": [-8.6, -12.3],
  "spin_multiplicity": 3,
  "e_homo_ev": [-15.2, -19.5],
  "energy_ha": -1040.27638,
  "total_charge": 2,
  "elements": ["C", "C", "N", "N", "N", "S", "S", "H", "H", "H", "H", "H", "H", "H"],
  "coordinates": [[0.841, 0.006, -0.949], [-0.555, 0.701, 0.824], [0.548, -0.016, 0.409], [1.759, -0.764, -1.475], [-0.687, 1.986, 0.665], [-1.384, -2.092, 1.065], [-1.807, -0.151, 1.581], [0.071, 0.555, -1.529], [1.173, -0.461, 1.119], [1.776, -0.665, -2.527], [2.305, -1.420, -0.955], [0.097, 2.521, 0.300], [-1.560, 2.404, 0.876], [-2.577, -2.604, 0.596]],
  "mulliken_spin": [0.015, 0.558, -0.008, 0.014, 0.375, 0.519, 0.523, -0.007, 0.016, -0.001, 0.000, -0.013, -0.010, 0.020]
}

{
  "formula": "C2H7N4",
  "method": "ωB97M-V with the def2-TZVPD basis set",
  "homo_lumo_gap_ev": [9.211, 7.376],
  "smiles": "N[N+]1=NCCN1",
  "e_lumo_ev": [-5.0, -5.5],
  "e_homo_ev": [-14.2, -12.9],
  "energy_ha": -298.98843,
  "total_charge": 1,
  "elements": ["N", "N", "N", "C", "C", "N", "H", "H", "H", "H", "H", "H", "H"],
  "coordinates": [[2.261, 0.080, 0.037], [0.969, 0.044, -0.042], [0.053, 1.464, 0.081], [-1.242, 0.948, -0.091], [-1.235, -0.591, 0.096], [0.163, -0.971, -0.077], [2.670, 1.004, -0.046], [2.820, -0.745, -0.160], [-1.614, 1.213, -1.090], [-1.886, 1.438, 0.647], [-1.585, -0.905, 1.084], [-1.844, -1.089, -0.661], [0.469, -1.891, 0.223]],
  "mulliken_charge": [-0.463, 0.660, -0.363, -0.281, -0.403, -0.218, 0.311, 0.287, 0.285, 0.311, 0.299, 0.277, 0.298]
}

{
  "formula": "C2H7N4",
  "method": "ωB97M-V with the def2-TZVPD basis set",
  "homo_lumo_gap_ev": 5.706,
  "e_lumo_ev": -5.7,
  "e_homo_ev": -11.4,
  "energy_ha": -299.07237,
  "total_charge": 1,
  "elements": ["C", "C", "N", "N", "N", "N", "H", "H", "H", "H", "H", "H", "H"],
  "coordinates": [[-1.352, 0.834, 0.191], [2.165, -1.763, -0.956], [1.931, -0.063, 0.821], [2.067, -0.857, 0.045], [-1.067, 1.283, 1.390], [-2.498, 1.136, -0.362], [3.022, -1.520, -1.594], [1.247, -1.742, -1.551], [2.303, -2.771, -0.549], [-0.188, 1.069, 1.829], [-1.705, 1.873, 1.924], [-2.726, 0.801, -1.283], [-3.199, 1.721, 0.096]],
  "mulliken_charge": [-0.338, -0.501, -0.107, 0.578, -0.175, -0.204, 0.318, 0.344, 0.315, 0.181, 0.178, 0.225, 0.187]
}

{
  "formula": "C2H7N4O",
  "method": "ωB97M-V with the def2-TZVPD basis set",
  "homo_lumo_gap_ev": [6.212, 6.220],
  "smiles": "C=C(N)NON=[NH2+]",
  "e_lumo_ev": [-5.8, -5.8],
  "e_homo_ev": [-12.0, -12.0],
  "energy_ha": -374.22160,
  "total_charge": 1,
  "elements": ["C", "C", "N", "N", "O", "N", "N", "H", "H", "H", "H", "H", "H", "H"],
  "coordinates": [[-0.777, 0.489, 1.381], [-0.755, -0.650, 0.657], [-1.110, -1.865, 1.167], [-0.365, -0.704, -0.681], [0.539, 0.056, -1.354], [1.110, 1.085, -0.776], [1.889, 1.749, -1.551], [-0.468, 1.434, 0.982], [-1.125, 0.479, 2.396], [-1.632, -1.859, 2.028], [-1.285, -2.650, 0.561], [-0.446, -1.591, -1.168], [2.074, 1.485, -2.517], [2.351, 2.543, -1.124]],
  "mulliken_charge": [-0.974, 0.848, -0.445, -0.133, -0.021, 0.252, -0.334, 0.288, 0.265, 0.230, 0.195, 0.255, 0.282, 0.292]
}

{
  "formula": "C2H7N4O",
  "method": "ωB97M-V with the def2-TZVPD basis set",
  "homo_lumo_gap_ev": 8.639,
  "smiles": "[NH2+]=NCC(=[NH2+])N[O-]",
  "e_lumo_ev": -4.4,
  "e_homo_ev": -13.0,
  "energy_ha": -374.24482,
  "total_charge": 1,
  "elements": ["N", "N", "C", "C", "N", "N", "O", "H", "H", "H", "H", "H", "H", "H"],
  "coordinates": [[-2.335, 0.313, 0.193], [-1.287, -0.156, 0.773], [-0.148, 0.647, 0.487], [1.010, -0.239, 0.011], [2.135, 0.341, -0.255], [0.583, -1.330, -0.625], [-0.734, -1.579, -0.464], [-2.185, 0.968, -0.677], [-3.253, -0.189, 0.551], [0.075, 1.229, 1.549], [-0.379, 1.426, -0.299], [2.607, 1.039, 0.341], [2.805, -0.251, -0.870], [1.106, -2.221, -0.713]],
  "mulliken_charge": [-0.250, 0.002, -0.238, 0.185, -0.347, 0.035, -0.458, 0.313, 0.322, 0.306, 0.290, 0.276, 0.284, 0.281]
}